Below is C4H6GaINO2PdS as an isolated structure in a non-equilibrium geometry, with properties calculated with wB97M-V/def2-TZVPD.

Output
* HOMO energy: -0.502 Ha
* LUMO energy: -8.279 eV
* molar mass: 435.21 g/mol
* net charge: +1
* Kohn-Sham gap: 5.38 eV
* E: -84612.4054 eV
* multiplicity: 1

```
17
C4H6GaINO2PdS | OMol25 | wB97M-V/def2-TZVPD
O -2.211 1.652 -0.801
C -1.872 0.802 -1.560
O -1.986 -0.515 -1.284
C -1.242 -0.966 -0.185
C 0.178 -1.427 -0.535
Ga 1.704 -0.242 -0.022
I 1.243 2.302 -0.545
N 1.924 -0.300 2.005
C 1.849 0.779 2.443
S 1.500 2.282 2.977
H -1.413 1.011 -2.517
H -1.276 -0.171 0.597
H -1.798 -1.784 0.230
H 0.328 -2.345 0.007
H 0.214 -1.643 -1.587
H 3.062 -0.645 -0.662
Pd -0.206 1.211 1.438
```